Record 1
C41H51BN6O2S2Si4Ti | the ωB97M-V functional and the def2-TZVPD basis

```
108
C41H51BN6O2S2Si4Ti (the ωB97M-V functional and the def2-TZVPD basis)
Ti -0.09 1.02 -1.01
S 2.75 -3.61 -1.55
S 0.37 -2.23 -0.25
Si -2.07 -0.28 2.50
Si 2.92 -1.40 2.56
Si 0.62 -1.66 1.97
Si 0.30 -3.93 2.62
O -0.68 -0.89 -3.48
O -2.25 -1.41 -1.90
N 0.16 2.96 -1.05
N -0.10 1.41 0.99
N 1.81 0.17 -1.32
N 0.62 1.68 -3.17
N -2.06 1.88 -1.35
N 2.46 -1.02 -1.49
C -3.73 0.57 2.97
C -0.55 1.77 3.40
C 1.97 3.55 -4.72
C 2.63 2.90 -3.70
C -2.53 -2.08 -3.04
C 0.63 3.24 -4.97
C 2.03 4.25 0.00
C -4.26 3.15 -2.65
C 2.56 1.14 -1.95
C -1.56 5.76 -2.80
C -2.69 -3.15 -5.56
C -1.47 -4.42 2.13
C -2.77 5.13 -3.03
C -3.58 -2.93 -3.31
C 1.34 -5.32 1.86
C 1.94 1.94 -2.94
C -1.58 -1.76 -4.00
C -0.53 5.11 -2.12
C 1.05 3.25 -0.03
C -3.64 -3.47 -4.59
C -1.66 -1.15 4.14
C 0.36 -4.22 4.51
C -1.95 3.15 -1.90
C 0.01 2.30 -4.16
C -1.09 1.33 2.07
C 2.24 3.93 2.38
C -4.38 1.91 -2.02
C 3.75 -2.89 3.40
C 1.28 2.93 2.35
C -2.65 -1.50 1.19
C 1.91 -2.10 -1.09
C 2.85 -0.17 4.01
C -0.72 3.80 -1.69
C 0.60 2.43 3.54
C 4.23 -3.44 -0.52
C 2.65 4.56 1.21
C -1.63 -2.29 -5.27
C 0.77 2.48 1.13
C -3.01 3.82 -2.56
C -3.30 1.32 -1.39
C 4.23 -0.68 1.40
B -1.07 -0.65 -2.13
H -4.46 -0.17 3.28
H 4.21 0.41 1.47
H 4.74 -4.41 -0.53
H -1.67 -4.18 1.08
H 2.27 4.79 -0.90
H -3.57 -1.14 0.73
H -0.78 -0.73 4.62
H 1.29 -4.71 4.80
H 1.99 -0.35 4.66
H -2.50 -1.05 4.84
H -1.15 1.55 4.28
H 0.28 -3.30 5.07
H -3.56 5.64 -3.56
H -5.33 1.38 -2.01
H 3.75 -0.26 4.62
H 3.95 -3.20 0.50
H 2.65 4.24 3.34
H 3.15 -3.24 4.24
H -3.62 1.30 3.78
H -3.41 0.36 -0.91
H -0.47 -4.87 4.82
H -1.41 6.77 -3.16
H 0.97 2.73 4.52
H -2.21 -3.89 2.73
H 3.42 5.32 1.24
H 2.77 0.85 3.65
H 0.41 5.61 -1.94
H -1.95 -1.72 0.38
H 4.72 -2.57 3.79
H 3.64 1.05 -1.92
H -1.04 2.04 -4.30
H 4.10 -0.93 0.35
H 0.90 -6.29 2.09
H -1.46 -2.20 3.99
H -4.31 -3.17 -2.55
H -1.93 2.01 1.81
H 3.67 3.10 -3.49
H 4.90 -2.68 -0.91
H -4.14 1.11 2.11
H 3.92 -3.74 2.75
H 2.37 -5.32 2.23
H -2.78 -3.58 -6.55
H -2.86 -2.44 1.70
H -1.62 -5.49 2.26
H -4.45 -4.14 -4.84
H -5.10 3.61 -3.16
H 0.07 3.72 -5.76
H 2.48 4.29 -5.32
H 1.38 -5.22 0.78
H -0.89 -2.04 -6.01
H 5.22 -1.03 1.72
```

Calculated values
**2S+1**: 3
**ΔE to the lowest compared entry with this formula, charge and spin**: 447.0 kJ/mol
**HOMO energy (spin up / spin down)**: -0.065 / -1.434 eV
**HOMO-LUMO gap (spin up / spin down)**: 4.31 / 5.61 eV
**Net charge**: -2
**⟨S²⟩**: 2.045

---

Record 2
C7H13N2 | the ωB97M-V functional and the def2-TZVPD basis

```
22
C7H13N2 (the ωB97M-V functional and the def2-TZVPD basis)
N -1.44 -0.86 -0.41
N 1.29 -0.46 0.04
C -2.39 -1.42 -1.05
C 0.08 2.39 0.53
C 1.06 -1.57 0.92
C 1.02 0.57 -0.60
C -1.28 0.43 0.17
C 2.32 -1.47 0.13
C -0.22 1.26 -0.44
H 1.69 1.07 -1.32
H 0.81 3.07 0.00
H 3.22 -1.24 0.63
H -2.27 0.93 0.19
H -0.59 1.74 -1.37
H -0.84 2.98 0.67
H 2.39 -2.38 -0.61
H 0.86 -1.21 1.91
H -0.88 0.11 1.14
H -2.25 -2.49 -1.30
H 0.34 -2.29 0.54
H 0.51 1.77 1.44
H -3.41 -0.94 -1.21
```

Calculated values
**ΔE to the lowest compared entry with this formula, charge and spin**: 435.2 kJ/mol
**HOMO energy**: -12.850 eV
**HOMO-LUMO gap**: 8.83 eV
**SMILES string**: C=NC[C@@H](C)C=[N+]1CC1
**Net charge**: +1

---

Record 3
C5H11NO | the ωB97M-V functional and the def2-TZVPD basis

```
18
C5H11NO (the ωB97M-V functional and the def2-TZVPD basis)
O 0.57 -0.58 1.89
N -0.44 -1.29 0.00
C 0.31 -0.42 0.71
C 0.15 2.05 0.64
C 0.46 0.88 -1.55
C 0.77 0.82 -0.04
C -0.97 -2.52 0.55
H 0.71 -0.03 -2.12
H -0.53 -1.10 -0.98
H 0.32 2.03 1.72
H 1.86 0.84 0.11
H -2.06 -2.56 0.44
H 1.06 1.67 -1.99
H -0.71 -2.54 1.61
H 0.55 2.97 0.23
H -0.53 -3.39 0.05
H -0.94 2.05 0.47
H -0.59 1.13 -1.74
```

Calculated values
**ΔE to the lowest compared entry with this formula, charge and spin**: 15.0 kJ/mol
**HOMO energy**: -9.557 eV
**HOMO-LUMO gap**: 10.42 eV
**SMILES string**: CNC(=O)C(C)C
**Net charge**: 0